Molecular formula: C40H34N7O4PSV
Method: DFT, the ωB97M-V functional and the def2-TZVPD basis

Geometry (Å):
V  -1.49856  -0.48172  -0.98726
N  0.37192  -3.05289  -4.08640
C  -0.32447  -2.23432  -3.30363
S  -0.07948  -2.30936  -1.60002
N  -1.24959  -1.44209  -3.92492
N  -2.11856  -0.87740  -3.04903
C  -3.08208  -0.08887  -3.53178
C  -4.33138  0.12575  -2.89318
C  -5.45388  0.55305  -3.65967
C  -6.74046  0.46404  -3.06880
C  -6.87863  0.16282  -1.67770
C  -5.75965  -0.09619  -0.93717
C  -4.43969  -0.16621  -1.49823
O  -3.48673  -0.62767  -0.78592
H  1.04288  -3.72112  -3.71521
H  0.38277  -2.90002  -5.09006
H  -2.89427  0.25559  -4.60999
H  -5.29087  0.98927  -4.63861
H  -7.64102  0.80819  -3.63357
H  -7.89096  0.07156  -1.26453
H  -5.81095  -0.12935  0.17372
C  -1.24026  -4.73899  3.04589
O  -2.04725  -3.70092  2.45077
C  -1.79761  -2.43674  2.92637
C  -2.02663  -2.14478  4.26539
C  -1.64217  -0.88776  4.70514
C  -1.51242  0.17235  3.83919
C  -1.46116  -0.07178  2.47409
C  -1.61001  1.08276  1.60693
N  -1.54450  1.17300  0.29087
N  -1.61465  2.36065  -0.26469
C  -1.30738  2.31602  -1.52693
O  -0.76290  1.28137  -2.09917
C  -1.60814  3.54651  -2.26687
C  -2.62220  4.43979  -1.86861
C  -2.98384  5.52117  -2.66009
C  -2.31658  5.78207  -3.86556
C  -1.28983  4.90050  -4.23456
C  -1.04991  3.71688  -3.49948
C  -1.41534  -1.38704  1.96678
O  -1.44842  -1.62129  0.64697
H  -0.32263  -4.33777  3.44010
H  -0.97665  -5.44661  2.28077
H  -1.73975  -5.21842  3.92144
H  -2.58653  -2.85417  4.89784
H  -1.60643  -0.78561  5.80853
H  -1.54964  1.19085  4.18596
H  -1.72362  2.05032  2.14809
H  -3.08200  4.22394  -0.90191
H  -3.78691  6.11632  -2.26278
H  -2.63993  6.55764  -4.58519
H  -0.69657  5.05673  -5.14865
H  -0.38171  2.92125  -3.86391
N  3.92623  0.03578  0.27211
P  2.53045  0.05962  1.32127
C  3.44338  0.78308  2.74914
C  2.93714  1.91531  3.42026
C  3.70486  2.67067  4.30624
C  5.04284  2.28693  4.52951
C  5.51286  1.08824  3.98202
C  4.73221  0.37856  3.11162
C  2.47883  -1.67630  1.90524
C  2.32974  -2.64468  0.90449
C  2.36405  -3.98616  1.16431
C  2.59079  -4.39466  2.51255
C  2.67611  -3.45226  3.51222
C  2.64912  -2.09000  3.21717
C  3.86120  0.08537  -1.06946
C  5.11567  0.34950  -1.68159
C  5.06676  0.74799  -3.01398
C  3.86559  0.59130  -3.74570
C  2.76312  0.08979  -3.07796
N  2.72177  -0.17134  -1.76380
H  4.84018  -0.03971  0.67797
H  1.96566  2.27647  3.12381
H  3.23923  3.57130  4.64355
H  5.52366  2.89726  5.30990
H  6.48354  0.61725  4.15464
H  5.07362  -0.61863  2.82870
H  2.31553  -2.25131  -0.13936
H  2.22593  -4.78888  0.44783
H  2.61956  -5.44468  2.77115
H  2.75761  -3.72498  4.54533
H  2.69228  -1.35932  4.05624
H  6.02849  0.14119  -1.14473
H  5.92109  1.21343  -3.52142
H  3.77757  0.84810  -4.79998
H  1.79056  -0.08545  -3.57995

Computed properties:
- LUMO level (alpha / beta) (eV) = -2.0 / -0.4
- M (g mol⁻¹) = 790.74
- multiplicity = 2
- E (eV) = -106462.668
- E_HOMO (alpha / beta) (Eh) = -0.27436 / -0.27765
- energy above the lowest of the compared OMol25 structures with the same formula, charge and spin (kcal/mol) = 53.5
- expectation value of S² = 0.99

Löwdin atomic charge list, values in e, 2 entries: 0.936 0.076